Below is a structure of composition C53H103Br6N4O27 at a distorted geometry, with properties calculated with wB97M-V/def2-TZVPD.

CARTESIAN COORDINATES (ANGSTROEM)
C  23.8167  -31.6476  -10.0177
C  22.5192  -30.8001  -10.1291
C  21.9328  -30.5562  -8.7224
N  20.8169  -29.5097  -8.5920
C  20.3137  -29.4955  -7.1791
C  19.6531  -29.7715  -9.6109
C  19.7093  -28.6712  -10.6498
C  20.2552  -27.5255  -9.8695
C  21.3157  -28.0903  -9.0247
H  23.5797  -32.6899  -9.8048
H  24.4701  -31.2481  -9.2428
H  24.2875  -31.6413  -11.0009
H  21.7775  -31.3748  -10.6834
H  22.7061  -29.8627  -10.6531
H  22.6738  -30.3741  -7.9434
H  21.4236  -31.4630  -8.3902
H  21.2018  -29.1725  -6.6344
H  20.0459  -30.5198  -6.9263
H  19.5418  -28.7516  -6.9868
H  18.8238  -29.6790  -8.9088
H  19.5477  -30.7829  -10.0020
H  18.8253  -28.2871  -11.1601
H  20.3523  -28.9328  -11.4927
H  19.5372  -27.0233  -9.2181
H  20.5827  -26.7774  -10.5930
H  21.5153  -27.5538  -8.0975
H  22.2306  -28.0404  -9.6161
C  14.1061  -31.1628  -16.1782
O  13.6446  -31.5984  -14.9494
C  12.8679  -30.6819  -14.2076
C  12.5202  -31.2259  -12.8310
N  13.7804  -31.4322  -12.0490
C  14.0905  -30.2120  -11.2462
C  15.2884  -30.4523  -10.2844
O  16.5674  -30.4195  -10.8045
C  16.9968  -31.4058  -11.6897
H  14.8632  -30.3868  -16.0398
H  13.2875  -30.7523  -16.7750
H  14.5185  -31.9555  -16.8014
H  12.0168  -30.3093  -14.7812
H  13.5169  -29.8196  -14.0217
H  12.0153  -32.1755  -13.0129
H  11.8803  -30.5493  -12.2656
H  14.4434  -31.3357  -12.8089
H  13.2554  -29.8614  -10.6384
H  14.3906  -29.3201  -11.8037
H  15.2222  -31.4660  -9.8759
H  15.2005  -29.7744  -9.4360
H  16.7096  -32.3932  -11.3173
H  18.0738  -31.5638  -11.7660
H  16.6147  -31.1600  -12.6815
C  20.2426  -29.9802  -3.8868
O  19.2239  -30.7652  -4.5065
C  17.9214  -30.1924  -4.5025
C  16.9391  -31.0402  -5.2674
N  17.4198  -31.2760  -6.5821
C  16.8920  -32.4707  -7.2128
C  17.6206  -32.8345  -8.5302
O  19.0033  -33.1688  -8.3815
C  19.2449  -34.2362  -7.4899
H  20.4616  -30.4189  -2.9095
H  19.8772  -29.0180  -3.5258
H  21.1531  -30.0165  -4.4821
H  17.9519  -29.1829  -4.9174
H  17.7135  -30.2642  -3.4329
H  16.0475  -30.4096  -5.2603
H  16.8060  -31.9519  -4.6791
H  18.4079  -31.4462  -6.4348
H  15.8309  -32.3368  -7.4259
H  17.0254  -33.3099  -6.5255
H  17.5872  -32.0160  -9.2503
H  17.1082  -33.6712  -9.0105
H  19.1455  -33.8770  -6.4645
H  20.2902  -34.4309  -7.7303
H  18.6236  -35.1093  -7.6916
C  20.3232  -36.8439  -9.3814
O  21.6473  -36.8848  -9.0018
C  22.5110  -37.5808  -9.8810
C  22.6095  -36.8226  -11.1974
N  23.4800  -35.6606  -10.9131
C  23.5603  -34.7048  -12.0418
C  22.2185  -34.2293  -12.6110
O  21.2093  -33.9326  -11.6274
C  19.9467  -33.7459  -12.1833
H  20.1115  -35.8766  -9.8443
H  19.6598  -36.8218  -8.5147
H  19.9424  -37.6935  -9.9509
H  22.1817  -38.5934  -10.1249
H  23.5012  -37.6263  -9.4304
H  21.6594  -36.4828  -11.6126
H  23.1465  -37.4249  -11.9323
H  22.9874  -35.1801  -10.1692
H  23.9869  -35.2577  -12.8799
H  24.1642  -33.8382  -11.7771
H  21.9282  -35.0178  -13.3088
H  22.3846  -33.3100  -13.1762
H  19.2387  -33.5926  -11.3690
H  19.6127  -34.5890  -12.7921
H  20.0119  -32.8576  -12.8164
Br  26.6504  -27.3943  -13.0576
C  26.3967  -29.2879  -12.5675
C  27.0004  -29.7246  -11.2029
Br  26.7432  -28.3480  -9.8475
H  26.6509  -29.9405  -13.4010
H  25.3248  -29.4247  -12.4208
H  28.0776  -29.8808  -11.1690
H  26.5767  -30.6460  -10.8054
Br  19.6390  -23.9217  -11.1746
C  21.1949  -23.6144  -9.9591
C  20.9964  -22.2374  -9.2156
Br  22.6249  -21.7502  -8.1932
H  22.0534  -23.5354  -10.6213
H  21.2003  -24.4263  -9.2353
H  20.1191  -22.2335  -8.5701
H  20.8296  -21.3713  -9.8541
Br  19.3072  -29.5507  -14.2302
C  20.5549  -30.3258  -15.5624
C  21.4292  -31.3772  -14.8719
Br  22.2697  -30.4885  -13.3616
H  21.1271  -29.4810  -15.9398
H  19.9864  -30.8246  -16.3461
H  22.2101  -31.5611  -15.6098
H  20.9221  -32.2854  -14.5570
C  20.9538  -25.3050  -3.6468
C  20.3930  -26.6707  -4.0557
O  20.1541  -26.5469  -5.4321
C  20.3443  -25.3581  -5.8574
O  20.1869  -25.0141  -7.0183
O  20.6657  -24.5518  -4.8605
H  22.0083  -25.3480  -3.3785
H  20.4080  -24.9613  -2.7690
H  19.4801  -26.9790  -3.5477
H  21.1895  -27.3887  -3.8609
C  17.2498  -26.6451  -15.4444
C  17.7248  -26.0363  -14.1490
O  18.9885  -25.4737  -14.4532
C  19.3986  -26.0070  -15.6536
O  20.4855  -25.8143  -16.1375
O  18.3946  -26.6421  -16.2766
H  16.4477  -26.0662  -15.9016
H  16.9290  -27.6795  -15.3212
H  17.8314  -26.7745  -13.3548
H  16.9702  -25.2891  -13.9049
C  24.8775  -25.8122  -7.7289
C  25.6999  -25.8165  -6.4535
O  24.8297  -26.5404  -5.5595
C  23.8189  -27.0405  -6.2031
O  22.9393  -27.7308  -5.6888
O  23.8919  -26.7677  -7.4938
H  25.4137  -26.1731  -8.6053
H  24.5401  -24.7929  -7.9164
H  25.7130  -24.7705  -6.1531
H  26.6636  -26.2937  -6.6213
C  16.6117  -28.4234  -7.3255
C  15.2185  -28.0854  -7.2570
O  15.2006  -27.5381  -5.9063
C  16.4434  -27.1554  -5.5706
O  16.7222  -26.4962  -4.5882
O  17.3143  -27.5965  -6.4649
H  16.8894  -28.3118  -8.3758
H  16.8133  -29.4577  -7.0403
H  14.6116  -28.9909  -7.2839
H  14.7813  -27.4252  -8.0064
C  23.0421  -27.0369  -13.5034
C  23.6122  -25.6433  -13.8835
O  23.8027  -25.0698  -12.6363
C  23.5561  -25.9215  -11.6591
O  23.5080  -25.6575  -10.4806
O  23.2772  -27.1331  -12.1535
H  23.6044  -27.7623  -14.0915
H  21.9860  -27.0996  -13.7680
H  22.8846  -25.1319  -14.5147
H  24.5018  -25.6923  -14.5114
C  27.0484  -30.5161  -6.9690
C  28.2815  -31.3213  -6.5357
O  28.4333  -32.3404  -7.5532
C  27.5465  -32.0896  -8.5461
O  27.4213  -32.8647  -9.4909
O  26.8028  -31.0232  -8.2277
H  27.3005  -29.4627  -6.8541
H  26.1990  -30.8082  -6.3510
H  28.1441  -31.7400  -5.5379
H  29.2044  -30.7673  -6.3611
C  17.0287  -24.4745  -8.3754
C  16.0694  -23.8119  -9.3442
O  16.2551  -24.6384  -10.5393
C  16.8136  -25.7949  -10.1585
O  16.9205  -26.7839  -10.8971
O  17.0853  -25.7586  -8.8561
H  16.7108  -24.4496  -7.3339
H  17.9410  -23.8805  -8.4536
H  16.3450  -22.7857  -9.5771
H  15.0612  -23.9112  -8.9415

## Properties
- Net charge: +1
- HOMO-LUMO gap: 9.03 eV
- 2S+1: 1
- HOMO: -0.38751 Eh